No. 1
DFT (the ωB97M-V functional and the def2-TZVPD basis) results for 8 unconnected molecules or ions with the total composition C27H57BBr14O2 in a non-equilibrium geometry.

Values from the calculation:
Total charge: 0
LUMO level (eV): 0.21
SMILES: CCOCBCCCCCCCCCOC.BrCCBr.BrCCBr.BrCCBr.BrCCBr.BrCCBr.BrCCBr.BrCCBr
Maximum force (eV/Å): 2.8
Gap between HOMO and LUMO (eV): 9.29
HOMO energy (eV): -9.0743
Energy relative to the best compared isomer or geometry (same formula, charge and spin) (kcal/mol): 130.56

```
101
C27H57BBr14O2, DFT the ωB97M-V functional and the def2-TZVPD basis
C 0.867 1.704 -5.280
C 0.115 0.218 -5.377
O -1.346 0.311 -5.216
C -1.791 -0.397 -3.989
B -2.074 -2.003 -4.270
C -2.306 -3.158 -3.123
C -1.723 -2.779 -1.636
C -2.842 -2.055 -0.643
C -2.378 -0.512 -0.326
C -2.718 -0.247 1.277
C -1.397 0.105 2.184
C -0.612 -1.194 2.802
C -0.396 -2.440 1.759
C 0.831 -3.372 2.411
O 2.053 -3.370 1.563
C 3.001 -2.330 2.005
H 0.089 2.532 -5.562
H 1.790 1.795 -6.006
H 1.243 1.905 -4.171
H 0.349 -0.210 -6.461
H 0.626 -0.519 -4.615
H -0.983 -0.256 -3.154
H -2.771 0.145 -3.620
H -2.146 -2.344 -5.403
H -3.460 -3.459 -3.077
H -1.694 -4.116 -3.485
H -0.742 -2.123 -1.738
H -1.388 -3.760 -1.062
H -2.952 -2.731 0.333
H -3.907 -2.002 -1.154
H -3.039 0.206 -0.980
H -1.247 -0.280 -0.584
H -3.411 0.725 1.290
H -3.398 -1.110 1.723
H -0.614 0.797 1.654
H -1.797 0.726 3.121
H 0.464 -0.830 3.130
H -1.187 -1.595 3.741
H -1.345 -3.159 1.763
H -0.046 -2.137 0.684
H 0.482 -4.490 2.612
H 1.081 -2.923 3.486
H 3.397 -1.800 1.029
H 2.520 -1.493 2.686
H 3.940 -2.749 2.581
Br 4.812 -0.122 4.538
C 3.908 0.813 5.992
C 2.438 0.469 6.033
Br 1.454 1.412 4.637
H 4.101 1.881 5.854
H 4.409 0.473 6.903
H 1.989 0.805 6.972
H 2.237 -0.598 5.900
Br 1.706 2.644 -1.379
C 2.471 3.959 -2.600
C 3.326 4.960 -1.858
Br 2.225 6.272 -0.923
H 1.638 4.415 -3.141
H 3.078 3.378 -3.299
H 3.930 5.545 -2.558
H 3.982 4.504 -1.111
Br 1.780 8.566 -4.014
C 0.876 9.502 -2.560
C -0.594 9.157 -2.519
Br -1.578 10.100 -3.915
H 1.069 10.569 -2.698
H 1.377 9.162 -1.649
H -1.043 9.494 -1.580
H -0.795 8.091 -2.652
Br -1.049 -5.448 -6.384
C -0.568 -7.296 -5.987
C -0.701 -7.590 -4.511
Br 0.796 -6.845 -3.505
H 0.443 -7.453 -6.372
H -1.270 -7.903 -6.565
H -0.657 -8.667 -4.327
H -1.615 -7.186 -4.067
Br 1.079 -6.438 5.957
C -0.012 -5.253 7.058
C -0.536 -4.087 6.253
Br 0.855 -2.751 5.958
H 0.605 -4.951 7.910
H -0.836 -5.876 7.415
H -1.322 -3.561 6.802
H -0.916 -4.374 5.268
Br -4.842 6.770 -3.456
C -6.286 8.010 -3.885
C -5.908 9.430 -3.534
Br -6.034 9.739 -1.611
H -7.178 7.655 -3.361
H -6.438 7.907 -4.962
H -6.612 10.138 -3.981
H -4.890 9.697 -3.833
Br 5.926 -5.941 5.927
C 4.482 -4.701 5.499
C 4.860 -3.281 5.849
Br 4.734 -2.972 7.772
H 3.590 -5.056 6.023
H 4.330 -4.804 4.421
H 4.156 -2.573 5.403
H 5.877 -3.014 5.550
```

=====

No. 2
DFT (the ωB97M-V functional and the def2-TZVPD basis) results for 3 unconnected molecules or ions with the total composition C27H57N3O3 in a non-equilibrium geometry.

Values from the calculation:
Total charge: 0
LUMO level (eV): 0.58
SMILES: CC1(C)CCCC(C)(C)N1O.CC1(C)CCCC(C)(C)N1O.CC1(C)CCCC(C)(C)N1O
Maximum force (eV/Å): 2.4
Gap between HOMO and LUMO (eV): 8.66
HOMO energy (eV): -8.0825
Energy relative to the best compared isomer or geometry (same formula, charge and spin) (kcal/mol): 33.71

```
90
C27H57N3O3, DFT the ωB97M-V functional and the def2-TZVPD basis
C 0.504 1.759 -1.813
C -0.119 0.613 -2.582
C 0.539 -0.705 -2.138
C -0.204 -1.912 -2.722
C -1.595 -1.846 -2.173
C -2.404 -0.566 -2.454
N -1.552 0.632 -2.307
O -2.166 1.802 -2.789
C -3.046 -0.683 -3.870
C -3.541 -0.498 -1.450
C 0.267 0.828 -4.101
H 0.318 1.803 -0.736
H 0.145 2.756 -2.085
H 1.585 1.787 -1.981
H 1.565 -0.556 -2.476
H 0.534 -0.825 -1.052
H 0.339 -2.847 -2.575
H -0.171 -1.811 -3.813
H -1.603 -2.092 -1.105
H -2.195 -2.699 -2.519
H -3.643 -1.594 -3.836
H -3.697 0.150 -4.126
H -2.287 -0.819 -4.643
H -3.950 0.514 -1.447
H -4.385 -1.140 -1.717
H -3.268 -0.826 -0.447
H 0.118 1.859 -4.412
H -0.309 0.057 -4.626
H 1.263 0.490 -4.392
H -2.017 1.795 -3.754
C 3.203 -6.324 -1.292
C 4.162 -5.120 -1.271
C 3.372 -3.894 -1.826
C 4.008 -2.548 -1.409
C 4.217 -2.535 0.090
C 4.942 -3.691 0.793
N 4.570 -4.954 0.137
O 5.141 -6.098 0.702
C 6.446 -3.500 0.595
C 4.580 -3.671 2.284
C 5.316 -5.302 -2.256
H 3.806 -7.174 -0.973
H 2.752 -6.383 -2.284
H 2.373 -6.236 -0.590
H 3.351 -4.040 -2.903
H 2.413 -3.818 -1.302
H 3.303 -1.779 -1.718
H 4.959 -2.463 -1.942
H 3.282 -2.398 0.644
H 4.750 -1.581 0.181
H 6.664 -3.661 -0.465
H 6.959 -2.545 0.755
H 7.025 -4.221 1.179
H 3.526 -3.897 2.436
H 5.220 -4.409 2.767
H 4.797 -2.668 2.648
H 5.963 -4.447 -2.441
H 5.047 -5.819 -3.180
H 6.025 -6.037 -1.840
H 4.431 -6.465 1.242
C -4.983 2.944 3.177
C -3.699 3.451 3.869
C -2.500 2.713 3.260
C -2.234 3.283 1.874
C -1.975 4.786 1.951
C -3.152 5.591 2.559
N -3.515 4.921 3.806
O -4.671 5.538 4.354
C -2.611 6.995 2.842
C -4.255 5.734 1.502
C -3.731 3.038 5.325
H -5.186 1.905 3.457
H -4.981 3.063 2.099
H -5.891 3.397 3.586
H -1.612 2.943 3.856
H -2.577 1.631 3.161
H -2.966 3.067 1.093
H -1.352 2.753 1.491
H -1.872 5.096 0.908
H -1.047 5.024 2.472
H -1.772 6.977 3.538
H -2.367 7.462 1.886
H -3.332 7.710 3.252
H -3.915 6.297 0.634
H -4.610 4.782 1.099
H -5.145 6.187 1.942
H -4.590 3.385 5.925
H -3.053 3.541 6.026
H -3.719 1.951 5.375
H -4.314 6.090 5.058
```